The following is a quantum chemistry calculation of a structure of composition C8H6Cl3F6N4O4S3Sc, from OMol25.

Each line ends with the Mulliken charge.
Element x y z (Å)
Sc -0.24887 0.69254 0.18893  1.15
F 3.74059 -0.00738 -2.37978  -0.17
C 3.15899 1.15873 -1.97097  0.67
F 2.12208 1.52141 -2.74096  -0.18
F 4.04108 2.16238 -2.10868  -0.19
S 2.88411 0.89700 -0.15452  1.24
O 1.63930 0.00432 -0.09805  -0.30
O 4.03751 0.15349 0.31134  -0.52
N 2.61483 2.34729 0.43182  -0.47
S 1.09310 2.80021 0.65085  0.85
O 0.34767 2.56645 -0.64471  -0.57
O 0.44671 1.91575 1.67058  -0.42
C 0.41421 4.60368 1.19499  0.68
F 0.42819 5.45634 0.22346  -0.11
F 1.05224 5.06343 2.27485  -0.12
F -0.85784 4.25623 1.48089  -0.15
Cl -4.90996 -1.23816 -0.96877  -0.06
C -4.56389 0.34837 -1.72056  0.64
Cl -5.52121 1.84344 -1.02305  -0.04
Cl -4.76760 0.32564 -3.40434  -0.01
C -3.07846 0.61803 -1.52677  0.02
N -1.95950 0.60052 -1.17167  -0.53
C 1.57473 -2.92300 1.62999  -0.77
N 0.24388 -2.82236 1.02433  0.31
C -0.15884 -3.65070 -0.09827  -0.35
C -1.51857 -3.55351 -0.19322  -0.38
N -1.96913 -2.70005 0.76679  0.08
C -0.81614 -2.08361 1.35925  0.06
S -0.65629 -0.69995 2.35962  -0.29
H 2.28484 -2.58886 0.90693  0.33
H 1.83164 -3.98689 1.88755  0.34
H 1.56289 -2.16448 2.46566  0.26
H 0.56840 -4.36051 -0.58173  0.43
H -2.17277 -4.11831 -0.85551  0.41
H -2.88790 -2.43748 0.81372  0.13

Results
- Energy above the lowest of the compared OMol25 structures with the same formula, charge and spin: 17.4 kcal per mole
- Charge: +2
- 2S+1: 1


The following is a quantum chemistry calculation of a cluster of 18 separate species, C59H64F13N5O39 in total, from OMol25.

Each line ends with the Mulliken charge.
Element x y z (Å)
C 1.63557 -5.24176 0.77682  0.27
C 2.66982 -4.68730 -0.17559  0.39
O 3.57362 -5.82033 -0.13105  -0.38
C 3.57894 -6.37957 1.12019  0.63
O 4.43106 -7.19223 1.60966  -0.62
O 2.46060 -5.94558 1.73414  -0.36
F 3.15818 -3.58627 0.39260  -0.10
H 1.01550 -6.00961 0.31421  0.30
H 1.06952 -4.43793 1.24752  -0.28
H 2.37845 -4.49621 -1.20839  0.16
C 8.83936 -0.05549 4.27763  -0.67
C 8.71510 -1.05852 3.09489  0.46
O 7.60527 -0.59625 2.49491  -0.20
C 7.09282 0.53530 3.08480  0.37
O 6.04531 1.04772 2.63400  -0.26
O 7.71483 0.76715 4.17244  -0.34
F 8.49785 -2.31930 3.50223  -0.27
H 9.75968 0.52798 4.30350  0.32
H 8.92441 -0.54152 5.24956  0.29
H 9.65860 -1.05402 2.54909  0.28
C 1.77866 0.78270 -3.45172  0.43
C 2.58997 0.00794 -4.44627  0.60
O 3.23001 1.08712 -5.13454  -0.41
C 3.23627 2.18476 -4.37223  0.39
O 3.58938 3.30554 -4.76676  -0.62
O 2.51186 1.94549 -3.30732  0.21
F 1.74067 -0.57836 -5.36604  -0.32
H 1.52447 0.26489 -2.52688  -0.70
H 0.81384 1.04858 -3.88361  0.05
H 3.35296 -0.69018 -4.10190  0.25
C 3.16369 1.68850 3.37331  0.40
C 3.55361 1.78047 4.83959  0.44
O 2.63636 2.72837 5.37393  -0.36
C 1.49058 2.57642 4.64686  0.36
O 0.37783 2.93568 5.02356  -0.54
O 1.75149 1.82297 3.48363  0.12
F 4.80143 2.24446 4.93049  -0.29
H 3.40822 0.70259 2.97798  -0.24
H 3.56826 2.47348 2.73437  -0.23
H 3.46997 0.74687 5.17536  0.36
C 5.55508 -2.13185 5.91651  -0.43
C 5.96283 -3.55407 5.66178  0.19
O 5.79431 -3.72759 4.27887  -0.33
C 5.24830 -2.57369 3.70372  0.61
O 5.00536 -2.37044 2.52167  -0.55
O 5.03499 -1.71326 4.67903  0.06
F 5.08647 -4.30987 6.25963  -0.30
H 6.44530 -1.54539 6.14383  0.17
H 4.84263 -1.90894 6.71075  0.30
H 6.98539 -3.82233 5.92726  0.30
C 5.92873 -0.12983 -0.55773  -0.08
C 4.72723 0.76611 -0.51027  1.44
O 3.67769 0.06745 -1.11208  0.12
C 4.02958 -1.11713 -1.48137  0.22
O 3.26053 -1.95708 -1.94423  -0.51
O 5.42130 -1.27872 -1.30959  -0.37
F 4.99231 1.85381 -1.23046  -0.33
H 6.27899 -0.42219 0.43219  -0.07
H 6.82428 0.28601 -1.01943  0.29
H 4.51404 1.08310 0.51059  -0.64
C 3.34025 6.60904 1.32263  -0.63
C 3.93373 5.48602 0.55966  0.16
O 2.81444 4.69247 0.35245  0.14
C 1.95222 4.96936 1.33872  0.11
O 0.92426 4.30094 1.59031  -0.35
O 2.47109 5.95330 2.07180  -0.27
F 4.73635 4.81450 1.38759  -0.25
H 2.92040 7.38304 0.68018  0.33
H 4.13295 7.07408 1.90871  0.36
H 4.43930 5.84140 -0.33822  0.35
C -7.65470 -4.37521 -4.31444  -0.49
C -7.30067 -4.84946 -5.68491  0.32
O -5.89136 -4.50760 -5.76219  -0.35
C -5.55901 -3.82064 -4.59290  0.46
O -4.52929 -3.23787 -4.33094  -0.37
O -6.55340 -3.88192 -3.74984  -0.16
F -7.98216 -4.11548 -6.59086  -0.29
H -8.03647 -5.29112 -3.86337  0.31
H -8.55295 -3.76212 -4.24099  0.30
H -7.47288 -5.90529 -5.89388  0.26
C -0.07333 3.64153 -2.22701  1.76
C -1.40380 4.41738 -2.50996  0.58
O -1.43906 4.25209 -3.94478  -0.31
C -0.18824 4.21791 -4.42500  0.56
O 0.20890 4.44916 -5.59050  -0.67
O 0.63548 4.02021 -3.41428  -0.26
F -1.27762 5.73420 -2.08235  -0.38
H -0.08588 2.55192 -2.20073  -0.97
H 0.36277 4.05165 -1.31612  -0.66
H -2.17165 3.84721 -1.98706  0.11
C -0.68569 -5.24833 -5.39281  -0.42
C 0.80770 -4.80958 -5.28889  0.15
O 1.01778 -4.66404 -3.87310  -0.25
C -0.17278 -4.58360 -3.24053  0.62
O -0.37262 -4.43103 -1.99466  -0.44
O -1.19064 -4.83819 -4.12409  -0.30
F 1.09204 -3.58985 -5.79390  -0.24
H -0.78232 -6.29831 -5.66904  0.37
H -1.15644 -4.66032 -6.18068  0.30
H 1.47844 -5.49000 -5.81352  0.27
C -2.78611 7.68893 1.35848  -0.53
C -1.47636 6.92005 1.15243  0.60
O -1.78127 5.77902 1.94540  0.22
C -2.68071 6.03943 2.89743  0.40
O -3.02019 5.20404 3.76433  -0.55
O -3.24423 7.25068 2.61735  -0.38
F -0.39274 7.49983 1.63430  -0.35
H -3.34518 7.27400 0.51982  0.24
H -2.53334 8.74685 1.28766  0.41
H -1.26625 6.72286 0.10120  0.04
C -6.45074 -0.30669 -0.92473  -0.10
C -5.23284 0.57816 -1.35102  1.04
O -5.49636 0.67802 -2.77660  -0.25
C -6.47272 -0.12083 -3.15446  0.72
O -6.95244 -0.00889 -4.25736  -0.61
O -6.87957 -0.83337 -2.09774  -0.32
F -4.13797 -0.22855 -1.08825  0.28
H -7.24372 0.28504 -0.46744  0.33
H -6.09980 -1.06292 -0.22255  -0.09
H -5.13024 1.51948 -0.81111  -0.80
C -5.37225 5.02511 0.61278  -0.40
C -5.75752 4.00606 1.68304  0.23
O -4.51848 3.32597 1.82603  -0.23
C -3.81877 3.44214 0.67139  -0.05
O -2.64934 3.08411 0.60283  0.18
O -4.39731 4.29655 -0.20714  -0.31
F -6.60520 3.16502 1.08721  -0.27
H -4.89164 5.93670 0.96791  -0.01
H -6.26435 5.39332 0.10614  0.37
H -6.17685 4.46306 2.57938  0.43
N -2.54038 0.49729 2.16856  2.10
C -3.27268 -0.65758 2.27067  -0.54
C -3.63397 -0.78706 3.58717  -0.75
C -3.01985 0.18177 4.33991  -1.24
C -2.39569 1.05431 3.42322  -0.69
H -2.16325 0.87697 1.31198  -0.61
H -3.47863 -1.17647 1.34614  0.18
H -4.19478 -1.62015 3.98451  0.51
H -3.02097 0.14645 5.41933  0.44
H -1.88762 2.00685 3.45363  0.66
N -3.20202 -3.96644 0.53621  0.34
C -4.17876 -3.83781 1.51158  -0.55
C -5.37433 -3.64814 0.88280  -1.11
C -5.11898 -3.61645 -0.46082  0.12
C -3.82151 -3.91216 -0.67502  -1.17
H -2.21036 -3.99550 0.72557  0.19
H -3.92163 -3.90124 2.55861  0.49
H -6.28617 -3.49677 1.44140  0.45
H -5.85924 -3.55085 -1.24448  0.72
H -3.26110 -4.07888 -1.58307  0.53
N 0.28625 -1.15703 0.19279  1.63
C 0.67533 0.14210 0.62670  -0.62
C -0.17359 1.05421 -0.07738  -0.24
C -0.99920 0.32033 -0.93750  -0.15
C -0.70377 -1.04043 -0.76558  -0.94
H 0.83242 -1.95921 0.47265  -0.41
H 1.46594 0.24051 1.35585  0.68
H -0.20077 2.12962 0.01834  -0.38
H -1.70663 0.72542 -1.64589  0.10
H -1.08313 -1.88685 -1.31882  0.47
N -1.37448 0.12728 -5.94298  0.23
C -1.70642 -0.81454 -5.02066  -1.84
C -2.71279 -0.34215 -4.15448  0.63
C -2.97163 0.92294 -4.68553  -0.40
C -2.02445 1.27360 -5.64309  -1.51
H -0.65188 -0.00627 -6.63588  0.29
H -1.06307 -1.68182 -5.03888  0.71
H -3.22057 -0.88093 -3.36818  0.63
H -3.75107 1.52623 -4.24404  0.66
H -1.91046 2.21865 -6.15327  0.57
N -0.57260 -2.41080 3.50830  0.65
C 0.03981 -3.56004 3.81679  -1.40
C 1.36957 -3.26544 3.87627  -0.34
C 1.47726 -1.96293 3.89606  0.62
C 0.30698 -1.34664 3.59137  -1.31
H -1.58080 -2.37901 3.45704  0.12
H -0.49605 -4.49595 3.87464  0.43
H 2.23064 -3.91430 3.93889  0.70
H 2.43850 -1.47911 3.80476  0.00
H -0.06740 -0.33486 3.54095  0.42

Results
- 2S+1: 1


Going through the records in order, we get maximum force values of 0.10172, 0.12856 Eh/bohr.
Going through the records in order, we get HOMO-LUMO gap values of 7.4, 7.4 eV.